# 1
DFT (ωB97M-V with the def2-TZVPD basis set) results for a single C3H8 molecule.

LUMO energy = 1.313 eV
HOMO level = -0.4196 Ha
SMILES = CCC
Relative energy (zero: lowest compared OMol25 entry of this formula, charge and spin) = 6.7 kJ/mol
HOMO-LUMO gap = 12.73 eV
Maximum force = 0.20 eV/Å

Structure (XYZ):
```
11
Properties=species:S:1:pos:R:3:forces:R:3
C 0.044 0.267 1.261 0.0 0.1 0.1
C 0.030 -0.634 0.018 0.0 0.0 0.0
C -0.071 0.185 -1.271 0.0 0.0 -0.1
H 0.691 -0.113 2.059 -0.1 0.0 -0.1
H -0.961 0.392 1.680 0.2 0.0 -0.1
H 0.407 1.263 0.990 0.0 -0.1 0.1
H -0.807 -1.340 0.085 0.2 0.1 0.0
H 0.943 -1.241 -0.014 -0.1 0.1 0.0
H -0.862 0.942 -1.199 0.1 -0.1 0.0
H -0.284 -0.438 -2.146 0.0 0.0 0.1
H 0.870 0.717 -1.464 -0.2 -0.1 0.1
```
Positions in Å, forces in eV/Å.

The net atomic charges from Löwdin, expressed in e, are: number 1, C, carries -0.130; number 2, C, carries -0.324; number 3, C, carries -0.139; number 4, H, carries 0.064; number 5, H, carries 0.068; number 6, H, carries 0.064; number 7, H, carries 0.095; number 8, H, carries 0.095; number 9, H, carries 0.071; number 10, H, carries 0.064; number 11, H, carries 0.071

***

# 2
DFT (ωB97M-V with the def2-TZVPD basis set) results for a single C3H3NOS molecule.

LUMO energy (alpha / beta) = -1.275 / -1.275 eV
HOMO level (alpha / beta) = -0.3580 / -0.3580 Ha
SMILES = S=C1C=NCO1
Relative energy (zero: lowest compared OMol25 entry of this formula, charge and spin) = 209.7 kJ/mol
HOMO-LUMO gap (alpha / beta) = 8.47 / 8.47 eV
Maximum force = 4.74 eV/Å

Structure (XYZ):
```
9
Properties=species:S:1:pos:R:3:forces:R:3
S 2.827 0.049 -0.029 -1.2 -0.5 0.0
C 1.220 0.032 -0.060 -0.6 -3.1 -0.2
C 0.260 1.091 -0.060 -1.9 -2.0 0.2
N -0.980 0.699 -0.056 1.6 1.9 -0.8
C -1.000 -0.715 -0.033 -3.7 -0.6 1.6
O 0.210 -1.285 -0.092 4.0 2.5 -0.2
H 0.674 2.048 0.054 -0.2 1.5 -0.1
H -1.458 -0.740 1.121 0.6 -0.9 -2.6
H -1.753 -1.178 -0.844 1.5 1.1 2.0
```
Positions in Å, forces in eV/Å.

The net atomic charges from Löwdin, expressed in e, are: number 1, S, carries 0.772; number 2, C, carries -0.671; number 3, C, carries -0.177; number 4, N, carries 0.083; number 5, C, carries -0.382; number 6, O, carries -0.091; number 7, H, carries 0.100; number 8, H, carries 0.189; number 9, H, carries 0.176

***

# 3
DFT (ωB97M-V with the def2-TZVPD basis set) results for a 2-piece molecular cluster, C9H14 overall.

LUMO energy (alpha / beta) = 3.799 / 3.757 eV
HOMO level (alpha / beta) = 0.0322 / -0.1129 Ha
Net charge = -1
Relative energy (zero: lowest compared OMol25 entry of this formula, charge and spin) = 203.5 kJ/mol
HOMO-LUMO gap (alpha / beta) = 2.92 / 6.83 eV
<S²> = 0.7613
Maximum force = 6.06 eV/Å
Multiplicity = 2

Structure (XYZ):
```
23
Properties=species:S:1:pos:R:3:forces:R:3
C -2.906 0.582 -0.841 -0.6 -0.8 1.2
C -2.642 0.706 -2.321 2.3 1.1 -1.0
H -2.781 -0.483 -0.472 0.1 1.3 -0.4
H -2.351 1.254 -0.184 0.3 -0.2 -0.2
H -3.953 0.840 -0.660 -0.1 -0.1 0.1
H -2.318 -0.254 -2.705 0.4 -0.1 -0.2
H -1.830 1.502 -2.666 -1.6 -1.7 1.0
H -3.535 0.924 -2.861 -0.8 0.4 -0.4
C 1.698 0.461 2.862 1.8 3.8 0.1
C 1.336 -1.342 1.416 -0.2 -0.2 -0.1
C 1.723 0.000 1.453 -1.6 -4.2 1.3
C 0.981 -1.965 0.158 0.8 5.9 -1.3
C 1.953 0.608 0.284 1.3 4.7 -1.2
C 0.998 -1.110 -1.117 0.1 -2.6 1.7
C 1.501 0.157 -1.036 0.1 0.9 0.0
H 1.288 -1.827 2.422 -0.3 -0.1 -1.1
H 0.900 -2.945 0.123 -0.6 -4.6 -0.6
H 2.516 -0.077 3.371 -1.0 -0.1 0.6
H 0.666 0.501 3.304 1.2 -0.4 -0.2
H 2.431 1.651 0.459 -0.9 -1.3 -1.0
H 0.688 -1.707 -2.035 0.3 1.4 0.9
H 1.529 0.962 -1.840 -0.1 -1.5 0.7
H 2.108 1.561 2.886 -0.8 -1.5 0.1
```
Positions in Å, forces in eV/Å.

The net atomic charges from Löwdin, expressed in e, are: number 1, C, carries -0.191; number 2, C, carries -0.200; number 3, H, carries 0.082; number 4, H, carries 0.059; number 5, H, carries 0.044; number 6, H, carries 0.045; number 7, H, carries 0.104; number 8, H, carries 0.026; number 9, C, carries -0.128; number 10, C, carries -0.173; number 11, C, carries -0.461; number 12, C, carries -0.148; number 13, C, carries -0.180; number 14, C, carries -0.175; number 15, C, carries -0.203; number 16, H, carries 0.079; number 17, H, carries -0.037; number 18, H, carries 0.065; number 19, H, carries 0.078; number 20, H, carries 0.081; number 21, H, carries 0.077; number 22, H, carries 0.078; number 23, H, carries 0.078

***

# 4
DFT (ωB97M-V with the def2-TZVPD basis set) results for a single C5H4O molecule.

LUMO energy = 0.296 eV
HOMO level = -0.2687 Ha
Relative energy (zero: lowest compared OMol25 entry of this formula, charge and spin) = 298.5 kJ/mol
HOMO-LUMO gap = 7.61 eV
Maximum force = 4.43 eV/Å

Structure (XYZ):
```
10
Properties=species:S:1:pos:R:3:forces:R:3
C -1.165 0.762 0.129 3.4 -2.8 -0.1
C 0.956 0.309 -1.080 -3.2 0.4 1.4
C -0.728 -0.139 1.080 -2.3 1.7 -0.7
C -0.379 0.793 -1.119 -1.7 2.1 -0.2
C 1.057 -0.615 -0.129 3.7 -1.2 -0.6
O 0.356 -0.878 0.936 -1.4 0.1 0.8
H -2.147 1.082 0.363 -0.8 0.9 -0.6
H 1.633 0.423 -1.887 0.6 -0.1 -0.5
H -1.417 -0.411 1.866 0.6 -0.3 0.6
H 1.833 -1.327 -0.158 1.1 -0.8 -0.1
```
Positions in Å, forces in eV/Å.

The net atomic charges from Löwdin, expressed in e, are: number 1, C, carries -0.081; number 2, C, carries -0.107; number 3, C, carries -0.112; number 4, C, carries -0.005; number 5, C, carries -0.161; number 6, O, carries 0.062; number 7, H, carries 0.073; number 8, H, carries 0.087; number 9, H, carries 0.124; number 10, H, carries 0.120